(1)
93
Properties=species:S:1:pos:R:3:lowdin_charge:R:1 method="wB97M-V/def2-TZVPD" spin_multiplicity=1 total_charge=+1 gap_ev=6.21
C -5.44 -2.26 -1.72 -0.0549
C -4.36 -2.19 -3.00 -0.2894
O -4.76 -1.49 -4.10 -0.0546
N -3.03 -2.91 -2.94 -0.0452
C -2.00 -2.12 -2.12 -0.2038
C -1.41 -0.95 -3.11 -0.1936
C 0.22 -0.77 -3.07 -0.1868
C 0.89 -0.89 -1.57 -0.1179
C 0.21 0.08 -0.44 -0.0122
N -1.04 0.93 -0.45 0.1234
C -1.23 1.69 0.84 -0.2355
N -2.29 2.55 1.00 -0.0591
P -3.50 2.75 -0.30 0.4324
O -2.83 2.97 -1.89 -0.2700
O -4.58 4.13 -0.03 -0.2853
S -4.68 1.16 -0.15 0.2362
N -0.09 1.29 1.75 0.0898
N 0.68 0.39 0.98 0.0211
H -6.23 -1.41 -1.85 0.0832
H -6.04 -3.29 -1.74 0.1008
H -4.83 -2.16 -0.73 0.0621
H -3.15 -3.87 -2.52 0.1189
H -1.17 -2.85 -1.71 0.1252
H -2.59 -1.57 -1.25 0.1017
H -1.99 0.08 -2.92 0.1077
H -1.73 -1.27 -4.21 0.1320
H 0.50 0.24 -3.58 0.1250
H 0.67 -1.66 -3.72 0.1422
H 2.02 -0.52 -1.69 0.1168
H 0.99 -2.03 -1.23 0.1403
H -2.34 3.07 1.92 0.1381
H -3.54 2.78 -2.61 0.1193
H -5.43 3.85 -0.53 0.0857
H 0.05 1.62 2.73 0.1809
H 1.58 -0.10 1.28 0.1833
O -4.28 -2.34 4.97 -0.3043
P -4.24 -0.79 4.96 0.7462
N -2.56 -0.76 4.67 -0.3669
C -1.57 -1.20 5.64 -0.1203
C -2.19 -1.28 3.34 -0.1439
N -4.64 -0.60 6.60 -0.3189
C -3.79 -0.04 7.64 -0.1292
C -5.52 -1.60 7.20 -0.1345
N -4.19 0.99 4.93 -0.2811
C -5.40 1.50 4.30 -0.1395
C -3.05 1.81 4.51 -0.1387
H -0.55 -1.05 5.26 0.0767
H -1.69 -2.26 5.91 0.0938
H -1.61 -0.60 6.55 0.0537
H -2.80 -0.79 2.57 0.0657
H -2.34 -2.36 3.27 0.0813
H -1.14 -1.06 3.10 0.0552
H -3.12 -0.79 8.06 0.0814
H -4.40 0.35 8.46 0.0854
H -3.20 0.81 7.28 0.0690
H -4.97 -2.50 7.49 0.0848
H -6.31 -1.88 6.50 0.0754
H -6.03 -1.21 8.08 0.0825
H -5.38 1.34 3.21 0.0581
H -5.54 2.57 4.50 0.0845
H -6.29 0.99 4.69 0.0834
H -2.80 1.65 3.46 0.0415
H -2.17 1.64 5.14 0.0784
H -3.28 2.87 4.64 0.0897
O 4.06 -0.47 -3.58 -0.3447
P 5.55 -0.16 -3.34 0.7316
N 5.33 1.52 -3.59 -0.3655
C 4.98 2.09 -4.88 -0.1182
C 4.52 2.16 -2.54 -0.1440
N 6.11 -0.97 -4.73 -0.3162
C 6.77 -0.37 -5.88 -0.1264
C 5.36 -2.15 -5.16 -0.1400
N 7.27 0.20 -3.06 -0.2830
C 7.79 -0.67 -2.00 -0.1493
C 7.86 1.53 -2.89 -0.1208
H 4.93 3.19 -4.82 0.0860
H 4.02 1.72 -5.25 0.0875
H 5.75 1.90 -5.62 0.0548
H 4.91 1.89 -1.55 0.0705
H 3.47 1.85 -2.59 0.0611
H 4.57 3.25 -2.61 0.0832
H 6.04 0.02 -6.60 0.0814
H 7.38 -1.11 -6.40 0.0852
H 7.46 0.43 -5.60 0.0730
H 4.48 -1.86 -5.75 0.0816
H 5.04 -2.74 -4.30 0.0703
H 5.98 -2.81 -5.78 0.0822
H 7.42 -0.37 -1.02 0.0762
H 8.88 -0.68 -1.98 0.0847
H 7.47 -1.71 -2.18 0.0776
H 7.46 2.05 -2.01 0.0830
H 7.71 2.15 -3.78 0.0806
H 8.95 1.46 -2.77 0.0904


(2)
90
Properties=species:S:1:pos:R:3:lowdin_charge:R:1 method="wB97M-V/def2-TZVPD" spin_multiplicity=1 total_charge=+4 gap_ev=2.47
C -0.71 1.29 -1.60 -0.1374
C 0.20 0.09 -1.30 -0.5618
O 0.30 -1.01 -2.20 -0.5217
H -0.22 2.19 -1.23 0.0441
H -1.69 1.22 -1.15 0.0484
H -0.98 1.39 -2.66 0.0497
H -0.03 -0.29 -0.31 0.0533
H 1.24 0.41 -1.22 0.0430
C -3.17 -7.94 -5.61 0.0526
C -2.06 -6.88 -5.86 -0.3084
O -1.01 -7.13 -6.43 0.1512
N -2.53 -5.39 -5.88 0.0940
H -3.48 -5.36 -5.52 0.1509
H -1.91 -4.91 -5.24 0.1717
C -2.68 -4.76 -7.31 0.0685
H -2.89 -8.78 -6.25 0.1063
H -4.02 -7.43 -6.07 0.0890
H -3.30 -8.22 -4.56 0.1007
H -1.87 -5.08 -7.96 0.1053
H -2.70 -3.68 -7.14 0.1078
H -3.65 -5.07 -7.68 0.1066
C 7.73 -0.06 -5.07 0.0363
C 6.52 -0.76 -5.53 -0.4016
O 6.36 -1.96 -5.73 0.1718
N 5.28 0.00 -5.62 0.0921
H 4.53 -0.54 -5.21 0.1883
H 5.34 0.73 -4.92 0.1740
C 4.97 0.70 -6.94 0.0543
H 7.73 0.29 -4.04 0.1173
H 7.84 0.80 -5.73 0.1039
H 8.65 -0.60 -5.31 0.1186
H 3.96 1.08 -7.05 0.1129
H 5.20 0.06 -7.79 0.1173
H 5.56 1.61 -6.96 0.1066
C -7.03 -2.16 6.25 0.0433
C -7.73 -2.47 4.86 -0.3672
O -8.94 -2.71 4.93 0.1467
N -6.97 -2.43 3.62 0.1375
H -7.63 -2.64 2.89 0.1750
H -6.56 -1.52 3.45 0.1878
C -5.81 -3.58 3.62 0.0983
H -7.82 -1.80 6.89 0.1044
H -6.40 -1.28 6.11 0.0931
H -6.49 -3.09 6.43 0.0855
H -5.11 -3.34 2.82 0.1033
H -6.24 -4.57 3.55 0.1078
H -5.37 -3.51 4.62 0.0831
C 0.79 9.76 -1.78 0.0313
C 0.71 10.15 -0.31 -0.3671
O 0.07 9.57 0.57 0.1695
N 1.42 11.43 -0.04 0.1015
H 1.55 11.92 -0.90 0.1739
H 0.84 12.09 0.46 0.1879
C 2.69 11.15 0.77 0.0512
H 1.77 9.43 -2.11 0.1048
H 0.56 10.55 -2.50 0.1028
H 0.02 9.00 -1.87 0.1086
H 3.08 12.13 1.04 0.1097
H 3.40 10.61 0.13 0.1103
H 2.62 10.63 1.72 0.1155
C 0.27 5.51 7.88 0.0328
C 1.44 4.95 7.20 -0.3645
O 2.53 5.49 7.23 0.1697
N 1.33 3.52 6.69 0.0982
H 1.64 2.84 7.37 0.1860
H 0.38 3.23 6.50 0.1771
C 2.16 3.28 5.45 0.0226
H -0.67 4.97 7.72 0.0995
H 0.04 6.54 7.62 0.1192
H 0.48 5.36 8.94 0.1219
H 1.94 4.12 4.78 0.1142
H 1.86 2.31 5.07 0.1115
H 3.23 3.24 5.65 0.1107
C 1.36 -8.31 2.25 0.0349
C 1.22 -7.26 1.15 -0.3022
O 0.15 -7.21 0.55 0.1321
N 2.54 -6.63 0.51 0.1275
H 2.20 -5.78 0.09 0.1615
H 3.29 -6.56 1.19 0.1591
C 3.15 -7.46 -0.73 0.0663
H 0.54 -8.33 2.97 0.1087
H 2.28 -8.18 2.81 0.0899
H 1.26 -9.21 1.64 0.1128
H 2.30 -7.78 -1.32 0.0993
H 3.93 -8.15 -0.42 0.1075
H 3.57 -6.79 -1.48 0.0970
N -4.60 3.24 4.15 -0.7622
O -3.89 2.29 4.42 -0.1231
O -4.65 4.19 4.85 -0.0361
O -5.25 3.25 3.11 -0.0762


(3)
97
Properties=species:S:1:pos:R:3:lowdin_charge:R:1 method="wB97M-V/def2-TZVPD" spin_multiplicity=1 total_charge=-1 gap_ev=4.29
C -0.23 -0.93 4.03 -0.1111
C -0.93 -2.30 3.45 -0.2664
O -0.72 -2.49 1.98 -0.2637
C -1.49 -3.70 1.53 -0.2754
C -2.21 -3.32 0.10 -0.3659
P -1.09 -3.73 -1.44 0.3050
C -2.14 -2.63 -2.61 -0.3849
C -1.51 -1.12 -2.86 -0.2475
C -0.92 -0.89 -4.37 -0.2273
C 0.55 -1.56 -4.66 -0.2122
C 1.57 -1.61 -3.38 -0.2192
C 1.89 -0.17 -2.68 -0.2150
C 1.89 1.12 -3.69 -0.1610
C 1.77 2.47 -2.71 -0.2003
O 1.00 3.51 -3.48 -0.2791
C -0.15 3.99 -2.68 -0.1477
H 0.87 -1.11 4.40 0.0647
H -0.32 -0.07 3.23 0.0811
H -0.86 -0.60 4.98 0.0746
H -2.10 -2.18 3.61 0.1241
H -0.48 -3.24 4.00 0.1180
H -2.25 -3.99 2.39 0.0999
H -0.70 -4.56 1.47 0.0976
H -3.23 -3.91 0.06 0.0652
H -2.44 -2.15 0.13 0.0863
H -0.25 -2.64 -1.01 -0.0473
H -0.25 -4.62 -0.66 -0.0698
H -1.97 -4.86 -1.71 -0.0537
H -0.24 -4.04 -2.59 -0.0801
H -2.35 -3.21 -3.63 0.0825
H -3.21 -2.49 -2.10 0.0631
H -0.76 -0.78 -2.02 0.0732
H -2.45 -0.38 -2.76 0.0937
H -1.68 -1.43 -5.11 0.0934
H -0.99 0.26 -4.67 0.0852
H 1.07 -0.91 -5.50 0.0997
H 0.46 -2.65 -5.13 0.1060
H 2.61 -2.01 -3.80 0.1074
H 1.25 -2.43 -2.57 0.0835
H 1.22 0.08 -1.73 0.0994
H 3.00 -0.25 -2.25 0.1150
H 2.93 1.23 -4.25 0.1216
H 0.97 1.18 -4.42 0.0947
H 2.82 2.90 -2.41 0.1265
H 1.12 2.26 -1.74 0.1082
H 0.15 4.20 -1.54 0.0930
H -0.57 5.03 -3.09 0.0971
H -1.09 3.25 -2.73 0.0959
C 2.27 -6.09 -4.81 0.0262
N 1.43 -5.36 -3.82 -0.4115
O 0.24 -5.18 -4.12 0.0086
O 1.98 -5.00 -2.78 0.0287
H 1.65 -6.35 -5.68 0.0902
H 3.08 -5.42 -5.11 0.0940
H 2.65 -6.99 -4.33 0.0940
C 1.31 2.96 1.97 0.0501
N 1.42 3.20 3.43 -0.3924
O 1.57 4.37 3.81 0.0450
O 1.35 2.21 4.16 0.0425
H 1.38 3.92 1.45 0.0943
H 2.12 2.30 1.68 0.1076
H 0.33 2.50 1.78 0.1061
C -3.74 0.56 -6.91 0.0352
N -3.83 -0.88 -7.25 -0.4260
O -3.54 -1.21 -8.41 0.0378
O -4.20 -1.65 -6.35 0.0527
H -3.41 1.11 -7.79 0.0928
H -4.73 0.89 -6.60 0.0990
H -3.02 0.66 -6.10 0.0826
C 0.30 6.23 6.04 0.0314
N -0.86 7.10 6.39 -0.4280
O -1.37 6.93 7.50 0.0472
O -1.22 7.92 5.54 0.0404
H 0.51 5.56 6.88 0.0996
H 0.03 5.66 5.15 0.0808
H 1.15 6.88 5.85 0.1039
C -4.00 5.66 -0.82 0.0360
N -3.10 4.56 -0.41 -0.4195
O -3.02 3.58 -1.16 0.0475
O -2.49 4.70 0.66 0.0409
H -4.47 5.40 -1.77 0.0958
H -4.75 5.78 -0.04 0.1007
H -3.39 6.56 -0.92 0.1002
C 1.93 0.71 6.63 0.0254
N 2.04 0.94 8.10 -0.4200
O 2.19 2.11 8.47 0.0418
O 1.97 -0.05 8.83 0.0359
H 2.00 1.66 6.12 0.0688
H 2.74 0.04 6.34 0.0612
H 0.95 0.25 6.45 0.0877
C 3.84 -3.59 5.67 0.0470
N 4.53 -2.32 5.32 -0.4033
O 5.71 -2.39 4.97 0.0644
O 3.85 -1.28 5.40 0.0248
H 4.55 -4.42 5.55 0.0961
H 3.51 -3.51 6.71 0.1038
H 3.00 -3.71 4.99 0.1042


(4)
82
Properties=species:S:1:pos:R:3:lowdin_charge:R:1 method="wB97M-V/def2-TZVPD" spin_multiplicity=1 total_charge=+1 gap_ev=4.39
C -3.74 -0.04 -1.93 -0.1140
N -4.64 0.78 -2.81 0.0098
C -3.89 1.31 -4.05 -0.2156
N -3.06 0.38 -4.92 0.0780
N -3.94 2.66 -4.37 -0.1125
P -3.08 3.38 -5.79 0.3757
S -1.75 4.62 -5.01 0.1495
H -4.31 -1.01 -1.58 0.1106
H -3.44 0.59 -0.96 0.1241
H -2.72 -0.37 -2.41 0.0996
H -4.84 1.66 -2.24 0.1343
H -3.25 0.50 -5.94 0.0890
H -2.05 0.47 -4.69 0.1209
H -4.49 3.32 -3.77 0.1381
H -3.97 4.02 -6.73 0.0063
H -2.28 2.38 -6.50 0.0023
C -4.72 -2.11 1.86 -0.0971
C -4.05 -3.44 2.19 -0.2638
N -3.18 -3.96 1.12 -0.1888
C -2.76 -5.35 1.35 -0.2452
C -1.87 -5.62 2.56 -0.0898
C -2.13 -3.06 0.65 -0.2533
C -1.11 -2.56 1.67 -0.0834
H -5.30 -2.18 0.93 0.0698
H -5.40 -1.83 2.66 0.0764
H -3.99 -1.30 1.75 0.0576
H -4.86 -4.17 2.36 0.1221
H -3.51 -3.34 3.13 0.0975
H -2.26 -5.72 0.45 0.1133
H -3.66 -5.97 1.44 0.1114
H -0.84 -5.30 2.38 0.0472
H -1.83 -6.70 2.74 0.0786
H -2.24 -5.15 3.47 0.0708
H -2.60 -2.18 0.19 0.0765
H -1.59 -3.53 -0.18 0.1161
H -1.58 -2.27 2.62 0.0751
H -0.60 -1.68 1.28 0.0750
H -0.35 -3.31 1.88 0.0389
C -0.11 9.13 -2.66 -0.0912
C 0.55 7.80 -2.32 -0.2720
N 1.42 7.28 -3.39 -0.1912
C 1.85 5.89 -3.16 -0.2606
C 2.74 5.61 -1.96 -0.0907
C 2.48 8.18 -3.86 -0.2502
C 3.49 8.68 -2.84 -0.0885
H -0.70 9.06 -3.58 0.0772
H -0.80 9.41 -1.85 0.0737
H 0.61 9.94 -2.76 0.0670
H -0.25 7.07 -2.15 0.1115
H 1.09 7.90 -1.38 0.0954
H 2.35 5.51 -4.07 0.1119
H 0.94 5.27 -3.07 0.0842
H 3.76 5.94 -2.13 0.0583
H 2.77 4.54 -1.77 0.0709
H 2.37 6.09 -1.05 0.0688
H 2.00 9.05 -4.32 0.1027
H 3.02 7.71 -4.69 0.1163
H 3.03 8.97 -1.89 0.0706
H 4.00 9.56 -3.23 0.0765
H 4.26 7.93 -2.63 0.0561
C 5.83 -4.46 4.28 -0.0924
C 4.37 -4.40 4.71 -0.2686
N 3.43 -4.27 3.59 -0.1886
C 2.06 -3.95 4.02 -0.2472
C 1.32 -5.01 4.84 -0.0898
C 3.53 -5.28 2.53 -0.2517
C 3.34 -6.74 2.93 -0.0892
H 6.11 -3.58 3.70 0.0790
H 6.47 -4.49 5.17 0.0745
H 6.05 -5.36 3.70 0.0644
H 4.26 -3.53 5.36 0.1184
H 4.14 -5.28 5.32 0.0951
H 1.45 -3.70 3.14 0.0866
H 2.09 -3.03 4.61 0.1108
H 0.97 -5.83 4.23 0.0462
H 0.43 -4.56 5.30 0.0723
H 1.93 -5.41 5.66 0.0696
H 4.51 -5.18 2.05 0.1017
H 2.82 -5.04 1.73 0.1118
H 3.86 -6.99 3.86 0.0712
H 3.75 -7.39 2.15 0.0746
H 2.29 -6.99 3.04 0.0535


(5)
82
Properties=species:S:1:pos:R:3:lowdin_charge:R:1 method="wB97M-V/def2-TZVPD" spin_multiplicity=1 total_charge=0 e_above_lowest_kj_mol=1235.95 gap_ev=9.95
C -14.96 3.55 43.13 -0.0895
C -16.10 2.55 43.27 -0.5459
C -15.86 1.63 44.55 -0.0550
O -17.26 3.22 43.27 -0.0109
H -13.90 2.99 43.05 0.1239
H -14.87 4.02 44.10 0.0390
H -15.08 4.21 42.22 0.0805
H -16.03 1.72 42.25 0.1964
H -15.67 2.38 45.52 0.1173
H -15.29 0.83 44.51 -0.0254
H -16.92 1.21 45.12 0.1371
H -17.60 3.27 42.45 -0.0093
C -16.97 7.48 41.93 -0.0735
C -16.91 7.42 40.42 -0.4042
C -15.55 6.92 39.88 -0.0382
O -17.89 6.46 39.89 -0.0770
H -16.86 6.54 42.61 0.1123
H -17.88 7.96 42.32 0.0719
H -16.47 8.27 42.51 0.0638
H -17.13 8.35 39.84 0.1418
H -15.36 7.24 38.91 0.0317
H -15.07 6.12 40.34 0.0418
H -14.92 7.69 40.39 0.0900
H -18.29 6.95 39.20 0.0098
C -11.36 6.35 39.99 -0.0622
C -10.97 6.51 41.45 -0.4830
C -11.73 5.57 42.31 -0.0417
O -9.58 6.28 41.47 -0.0703
H -10.97 7.03 39.40 0.0102
H -12.46 6.26 39.74 0.0955
H -10.96 5.44 39.53 0.0963
H -11.18 7.62 41.73 0.1620
H -11.48 4.57 41.99 0.1079
H -12.70 5.83 42.38 0.0457
H -11.60 5.31 43.20 -0.0060
H -8.99 7.05 41.16 0.1384
C -20.95 5.17 40.68 -0.0513
C -19.90 4.68 41.68 -0.4808
C -20.53 3.68 42.65 -0.0310
O -18.95 3.92 40.98 -0.0847
H -21.28 4.33 39.92 0.1299
H -20.53 6.15 40.11 0.0904
H -21.74 5.57 41.23 0.0357
H -19.33 5.42 42.26 0.1327
H -21.06 3.02 42.27 -0.0147
H -21.08 4.31 43.43 0.1196
H -19.86 3.13 43.26 0.0643
H -18.34 4.56 40.55 0.0773
C -15.03 5.88 46.31 -0.0491
C -13.98 6.88 45.81 -0.4057
C -14.71 8.03 45.11 -0.0488
O -13.12 7.34 46.90 0.0076
H -15.53 6.35 47.09 0.0600
H -14.55 5.28 46.89 0.0161
H -15.90 5.94 45.59 0.1200
H -13.37 6.32 45.04 0.1356
H -13.99 8.62 44.66 0.0452
H -15.22 8.72 45.70 0.0593
H -15.31 7.74 44.22 0.0642
H -12.36 7.58 46.54 0.0003
C -21.91 8.64 39.71 -0.0483
C -22.03 9.35 38.32 -0.3696
C -21.48 10.90 38.22 0.0256
O -21.38 8.50 37.35 -0.1359
H -22.49 9.37 40.36 0.0991
H -20.80 8.42 39.92 0.0982
H -22.45 7.70 39.65 0.0577
H -23.15 9.41 37.87 0.1652
H -21.40 11.24 37.25 0.0750
H -20.59 10.85 38.55 0.0121
H -21.87 11.42 38.85 -0.0255
H -22.05 8.27 36.61 0.1508
O -16.00 8.93 35.46 0.0083
C -16.69 8.25 36.47 -0.2100
C -18.12 8.74 36.53 -0.1986
O -18.70 8.09 37.66 -0.1179
H -16.22 8.87 34.65 -0.0297
H -16.53 7.19 36.35 0.1215
H -16.14 8.56 37.46 0.1444
H -18.70 8.29 35.69 0.1404
H -18.18 9.72 36.53 0.0666
H -19.69 8.18 37.61 0.0569